C36H90ClN6O12 | ωB97M-V with the def2-TZVPD basis set

Each line ends with the Löwdin charge.
Element x y z (Å)
Cl (-0.436, -9.248, -13.930)  0.68
O (0.009, -9.447, -12.566)  -0.36
O (0.208, -10.184, -14.808)  -0.33
O (-1.869, -9.415, -13.979)  -0.34
O (-0.124, -7.886, -14.336)  -0.36
C (1.601, -13.053, -12.653)  -0.19
O (3.003, -13.112, -12.833)  -0.17
H (1.288, -13.930, -12.081)  0.07
H (1.287, -12.160, -12.100)  0.07
H (1.049, -13.067, -13.601)  0.07
H (3.222, -12.301, -13.352)  0.02
C (0.909, -6.552, -10.307)  -0.14
O (-0.281, -7.280, -10.482)  -0.14
H (1.065, -6.376, -9.233)  0.09
H (1.798, -7.100, -10.633)  0.06
H (0.833, -5.570, -10.786)  0.05
H (-0.132, -7.979, -11.132)  0.04
C (0.089, -8.239, -19.767)  -0.06
C (0.407, -8.169, -18.281)  -0.42
C (1.247, -6.954, -17.951)  -0.22
O (0.451, -5.806, -18.148)  -0.19
C (0.994, -4.624, -17.620)  -0.11
N (-0.828, -8.210, -17.505)  0.06
H (-0.548, -7.398, -20.053)  0.08
H (-0.442, -9.159, -20.010)  0.07
H (0.996, -8.159, -20.372)  0.07
H (1.004, -9.036, -17.978)  0.14
H (2.175, -6.894, -18.547)  0.13
H (1.572, -7.004, -16.898)  0.11
H (1.162, -4.662, -16.542)  0.05
H (0.259, -3.851, -17.839)  0.09
H (1.934, -4.376, -18.139)  0.09
H (-0.615, -8.398, -16.527)  0.04
H (-1.238, -7.277, -17.514)  0.09
C (3.472, -8.403, -15.263)  -0.05
C (3.932, -9.411, -14.213)  -0.40
C (3.760, -8.890, -12.801)  -0.19
O (4.706, -7.844, -12.609)  -0.18
C (4.579, -7.240, -11.360)  -0.13
N (3.236, -10.706, -14.333)  0.05
H (3.649, -8.811, -16.261)  0.08
H (4.082, -7.494, -15.220)  0.08
H (2.435, -8.120, -15.082)  0.06
H (4.995, -9.659, -14.278)  0.14
H (3.979, -9.724, -12.114)  0.13
H (2.732, -8.555, -12.596)  0.12
H (4.671, -7.968, -10.543)  0.09
H (3.598, -6.755, -11.235)  0.04
H (5.339, -6.465, -11.293)  0.09
H (2.231, -10.554, -14.434)  0.05
H (3.457, -11.066, -15.264)  0.10
C (-2.725, -11.655, -17.486)  -0.07
C (-3.757, -10.840, -16.750)  -0.43
C (-4.049, -11.408, -15.374)  -0.24
O (-4.904, -10.586, -14.632)  -0.16
C (-5.236, -11.202, -13.442)  -0.15
N (-3.407, -9.406, -16.563)  0.05
H (-1.786, -11.762, -16.943)  0.08
H (-2.580, -11.282, -18.498)  0.07
H (-3.130, -12.675, -17.615)  0.07
H (-4.699, -10.834, -17.320)  0.13
H (-3.089, -11.457, -14.818)  0.12
H (-4.357, -12.466, -15.469)  0.13
H (-4.314, -11.640, -13.022)  0.07
H (-5.941, -12.048, -13.486)  0.10
H (-5.589, -10.474, -12.715)  0.07
H (-2.696, -9.111, -17.236)  0.02
H (-2.858, -9.419, -15.702)  0.01
C (-3.542, -6.929, -11.960)  -0.05
C (-4.367, -7.641, -13.028)  -0.43
C (-5.845, -7.511, -12.791)  -0.23
O (-6.532, -8.273, -13.744)  -0.18
C (-7.903, -8.465, -13.526)  -0.12
N (-4.042, -7.233, -14.401)  0.07
H (-2.478, -7.156, -12.027)  0.06
H (-3.877, -7.209, -10.952)  0.07
H (-3.681, -5.844, -12.044)  0.06
H (-4.165, -8.716, -12.999)  0.11
H (-6.181, -6.455, -12.784)  0.13
H (-6.104, -7.880, -11.780)  0.12
H (-8.075, -9.468, -13.094)  0.08
H (-8.395, -8.555, -14.501)  0.08
H (-8.377, -7.690, -12.917)  0.08
H (-3.030, -7.324, -14.497)  0.05
H (-4.186, -6.227, -14.521)  0.07
C (2.216, -2.663, -14.466)  -0.02
C (1.982, -3.673, -13.320)  -0.52
C (2.384, -3.004, -12.001)  -0.14
C (1.377, -1.951, -11.566)  -0.18
C (-0.032, -2.537, -11.468)  -0.13
C (-0.489, -3.297, -12.717)  -0.51
N (0.610, -4.128, -13.201)  -0.07
O (0.200, -4.852, -14.378)  -0.02
C (-1.626, -4.240, -12.284)  -0.04
C (-1.055, -2.288, -13.737)  -0.02
C (2.897, -4.865, -13.534)  -0.01
H (1.730, -1.708, -14.260)  0.06
H (1.896, -3.022, -15.438)  0.07
H (3.268, -2.354, -14.445)  0.09
H (2.470, -3.769, -11.216)  0.11
H (3.406, -2.627, -12.106)  0.12
H (1.433, -1.171, -12.338)  0.10
H (1.670, -1.430, -10.652)  0.11
H (-0.683, -1.686, -11.261)  0.12
H (-0.029, -3.222, -10.615)  0.11
H (-2.504, -3.654, -12.005)  0.09
H (-1.904, -4.895, -13.108)  0.07
H (-1.303, -4.829, -11.426)  0.07
H (-1.951, -1.872, -13.275)  0.08
H (-0.343, -1.503, -13.984)  0.06
H (-1.335, -2.777, -14.670)  0.08
H (2.572, -5.483, -14.373)  0.07
H (2.853, -5.486, -12.638)  0.06
H (3.893, -4.503, -13.785)  0.10
H (0.209, -5.756, -14.032)  0.07
C (-5.256, -12.391, -10.325)  -0.03
C (-4.721, -11.748, -9.022)  -0.51
C (-3.927, -12.781, -8.228)  -0.15
C (-2.487, -12.971, -8.676)  -0.18
C (-1.793, -11.618, -8.787)  -0.14
C (-2.488, -10.566, -9.653)  -0.50
N (-3.919, -10.579, -9.337)  -0.10
O (-4.629, -9.665, -10.146)  -0.02
C (-1.927, -9.212, -9.281)  -0.03
C (-2.205, -10.887, -11.127)  -0.02
C (-5.922, -11.340, -8.149)  -0.04
H (-5.767, -13.351, -10.206)  0.09
H (-6.023, -11.752, -10.768)  0.07
H (-4.435, -12.475, -11.032)  0.06
H (-3.882, -12.508, -7.165)  0.12
H (-4.464, -13.733, -8.232)  0.12
H (-1.923, -13.503, -7.903)  0.11
H (-2.403, -13.584, -9.577)  0.11
H (-0.791, -11.779, -9.195)  0.12
H (-1.636, -11.207, -7.782)  0.12
H (-2.246, -8.983, -8.262)  0.09
H (-2.246, -8.406, -9.944)  0.06
H (-0.836, -9.200, -9.350)  0.09
H (-2.755, -10.224, -11.801)  0.07
H (-2.355, -11.929, -11.409)  0.08
H (-1.163, -10.635, -11.366)  0.06
H (-5.639, -10.636, -7.367)  0.08
H (-6.702, -10.858, -8.749)  0.07
H (-6.388, -12.248, -7.758)  0.08
H (-4.875, -8.952, -9.546)  0.10

Force components x, y, z for each atom (eV/Å):
-1.0 0.7 0.6
0.6 0.2 -0.2
0.2 -0.1 -0.1
0.5 -0.1 0.1
0.3 -0.1 -0.1
-0.2 -0.1 0.1
-0.1 0.3 -0.3
0.1 0.0 0.0
0.0 0.0 0.0
0.1 0.0 0.0
0.1 -0.3 0.4
0.2 0.2 0.6
0.2 0.1 -0.2
-0.1 0.0 -0.1
-0.2 0.1 -0.3
0.3 -0.1 -0.2
-0.1 0.0 -0.2
0.0 0.2 -0.2
0.1 -0.3 0.1
0.4 0.4 0.5
-0.1 -0.1 -0.1
0.1 0.2 -0.5
0.1 0.2 0.1
0.0 0.0 0.1
0.0 0.0 0.0
0.0 -0.1 0.0
-0.1 -0.1 -0.2
-0.2 0.0 -0.1
-0.2 0.0 -0.1
-0.1 -0.2 0.0
0.1 0.1 0.1
0.0 0.1 0.1
0.0 0.0 -0.2
0.0 -0.1 0.0
0.9 0.2 0.2
-0.2 -0.3 0.2
0.2 -0.2 0.3
-0.3 -0.2 -0.3
-0.4 0.2 0.3
-0.3 0.0 -0.8
-0.4 0.0 0.0
-0.1 0.0 0.2
-0.1 -0.2 -0.2
0.0 0.3 -0.3
-0.1 0.2 0.0
0.1 0.1 -0.1
0.2 0.0 0.0
0.2 -0.1 -0.1
0.1 -0.1 0.1
0.0 0.2 0.4
0.2 -0.1 0.2
-0.5 -1.2 -0.1
-0.7 1.6 0.1
1.3 -0.4 -0.1
-0.8 -0.3 -0.9
0.8 -0.5 1.2
0.7 -0.9 0.0
0.1 0.3 -0.1
0.3 0.2 0.1
0.2 0.1 0.0
0.1 -0.3 0.0
-0.1 0.0 -0.2
-0.5 0.3 0.1
-0.1 0.1 0.2
-0.2 0.2 -0.5
-0.2 0.1 -0.2
-0.4 -0.3 -0.2
-0.4 0.5 0.0
-0.6 0.2 0.3
0.4 -0.3 -0.4
-0.7 0.1 0.8
-0.2 0.2 -0.4
0.1 -0.9 -0.3
0.5 0.7 0.3
0.0 0.0 -0.1
0.1 0.0 -0.1
0.1 -0.2 0.0
0.1 0.1 0.1
0.1 0.0 -0.3
0.3 0.0 -0.1
0.0 0.4 0.4
0.1 0.5 0.0
0.0 0.0 0.0
-0.2 -0.3 -0.2
-0.3 -0.1 0.2
0.2 0.8 0.7
0.2 0.8 -0.6
0.0 -0.5 0.7
0.5 0.4 -0.9
1.0 0.3 0.3
-0.4 0.3 -0.1
-0.3 -0.9 0.3
0.3 0.4 0.7
0.3 0.3 -0.3
0.1 -0.4 0.0
-0.4 -0.3 -0.2
-0.4 -0.2 -0.2
0.1 -0.1 -0.1
0.1 -0.5 -0.4
-0.2 -0.1 -0.2
-0.1 0.3 -0.1
-0.4 0.1 0.1
0.0 -0.3 0.2
-0.4 -0.3 0.0
-0.2 0.1 0.0
0.0 0.0 0.1
0.0 0.0 0.1
-0.1 -0.2 -0.1
0.0 0.3 -0.2
-0.1 0.1 0.1
0.0 -0.1 0.1
-0.1 0.1 0.0
0.4 0.0 -0.1
0.2 -0.2 0.4
-0.2 -0.2 -0.4
-0.3 0.2 0.0
-0.7 -0.5 -0.7
0.6 -0.2 0.6
0.2 0.1 0.2
0.3 -0.1 0.0
-0.2 -1.0 -0.7
0.2 0.6 1.5
-0.2 -0.2 -0.2
0.0 0.3 -0.1
0.6 0.7 -0.3
-0.3 0.1 -0.7
0.3 -0.1 0.3
0.3 0.2 -0.1
-0.1 -0.3 -0.1
-0.1 0.3 -0.1
-0.1 0.1 -0.2
-0.2 -0.3 -0.1
-0.1 0.3 -0.2
0.0 0.2 0.0
-0.2 -0.1 0.0
0.1 0.1 0.0
-0.2 -0.2 0.1
-0.2 -0.2 0.2
-0.3 -0.3 0.2
-0.2 -0.1 0.1
-0.3 -0.4 0.3
0.1 -0.3 0.2
0.2 0.1 0.0
0.1 0.1 0.3
0.1 0.0 0.0

total charge	-1
ΔE to the lowest compared entry with this formula, charge and spin	0.000	eV



C36H90O18 | ωB97M-V with the def2-TZVPD basis set

Each line ends with the Löwdin charge.
Element x y z (Å)
C (1.008, -0.335, 3.034)  -0.11
O (0.850, -0.642, 1.676)  -0.19
C (-0.253, 0.023, 1.052)  -0.18
C (-0.263, -0.345, -0.413)  -0.19
O (0.226, 0.630, -1.325)  -0.19
C (1.568, 0.936, -1.063)  -0.11
H (2.037, -0.594, 3.277)  0.09
H (0.278, -0.862, 3.662)  0.08
H (0.887, 0.726, 3.289)  0.07
H (-0.161, 1.104, 1.204)  0.13
H (-1.156, -0.404, 1.503)  0.11
H (-1.303, -0.533, -0.691)  0.12
H (0.299, -1.267, -0.606)  0.13
H (2.168, 0.013, -0.988)  0.08
H (1.765, 1.338, -0.056)  0.07
H (1.977, 1.629, -1.793)  0.08
C (-1.276, 5.529, -3.395)  -0.12
O (-0.132, 5.647, -2.601)  -0.18
C (0.756, 4.564, -2.792)  -0.20
C (1.791, 4.586, -1.693)  -0.20
O (2.949, 3.922, -2.151)  -0.19
C (3.850, 3.660, -1.100)  -0.11
H (-1.060, 5.542, -4.471)  0.09
H (-1.934, 6.372, -3.179)  0.09
H (-1.858, 4.624, -3.166)  0.08
H (1.168, 4.588, -3.809)  0.13
H (0.199, 3.613, -2.738)  0.12
H (1.370, 4.070, -0.819)  0.12
H (2.033, 5.616, -1.398)  0.14
H (3.385, 3.021, -0.345)  0.06
H (4.329, 4.543, -0.674)  0.09
H (4.632, 3.028, -1.528)  0.10
C (-5.764, -4.806, 6.682)  -0.10
O (-4.404, -4.737, 6.284)  -0.20
C (-4.226, -4.130, 5.026)  -0.20
C (-4.278, -2.611, 5.101)  -0.22
O (-3.286, -2.036, 4.280)  -0.19
C (-3.573, -0.705, 3.881)  -0.09
H (-5.768, -4.913, 7.764)  0.09
H (-6.237, -5.679, 6.221)  0.09
H (-6.311, -3.905, 6.393)  0.09
H (-4.959, -4.531, 4.315)  0.13
H (-3.249, -4.416, 4.629)  0.13
H (-4.182, -2.227, 6.126)  0.12
H (-5.256, -2.248, 4.742)  0.12
H (-4.628, -0.614, 3.602)  0.09
H (-3.008, -0.529, 2.966)  0.07
H (-3.292, -0.009, 4.672)  0.09
C (0.821, -1.487, 7.214)  -0.12
O (-0.127, -1.668, 8.227)  -0.17
C (-1.079, -2.657, 7.868)  -0.21
C (-2.341, -2.450, 8.651)  -0.21
O (-2.857, -1.174, 8.327)  -0.19
C (-4.109, -0.958, 8.900)  -0.13
H (1.344, -2.430, 6.985)  0.09
H (1.648, -0.863, 7.559)  0.09
H (0.357, -1.049, 6.326)  0.08
H (-0.647, -3.630, 8.145)  0.13
H (-1.279, -2.653, 6.791)  0.12
H (-2.123, -2.450, 9.727)  0.13
H (-3.065, -3.230, 8.383)  0.12
H (-4.823, -1.733, 8.578)  0.08
H (-4.475, 0.029, 8.628)  0.09
H (-4.083, -1.001, 10.001)  0.09
C (-6.673, 1.601, -3.845)  -0.12
O (-6.115, 0.437, -3.284)  -0.18
C (-4.724, 0.247, -3.495)  -0.19
C (-3.859, 1.373, -2.948)  -0.19
O (-3.748, 1.161, -1.548)  -0.19
C (-2.965, 2.134, -0.898)  -0.11
H (-6.079, 1.991, -4.683)  0.09
H (-6.742, 2.391, -3.091)  0.09
H (-7.659, 1.364, -4.243)  0.08
H (-4.516, 0.067, -4.553)  0.11
H (-4.512, -0.639, -2.896)  0.13
H (-4.413, 2.314, -3.060)  0.11
H (-2.880, 1.438, -3.432)  0.12
H (-1.915, 2.043, -1.207)  0.07
H (-3.069, 1.928, 0.167)  0.09
H (-3.303, 3.160, -1.094)  0.09
C (6.204, -3.898, 2.008)  -0.12
O (5.713, -4.473, 0.823)  -0.18
C (6.251, -3.874, -0.345)  -0.24
C (5.404, -4.249, -1.520)  -0.21
O (4.110, -3.690, -1.570)  -0.17
C (4.040, -2.315, -1.252)  -0.11
H (5.579, -3.052, 2.307)  0.09
H (7.263, -3.634, 1.912)  0.09
H (6.170, -4.647, 2.802)  0.09
H (7.285, -4.205, -0.522)  0.13
H (6.310, -2.793, -0.171)  0.11
H (5.281, -5.332, -1.531)  0.13
H (5.965, -3.987, -2.434)  0.13
H (4.090, -2.173, -0.168)  0.09
H (3.024, -2.000, -1.502)  0.07
H (4.752, -1.750, -1.859)  0.10
C (4.881, 2.386, 3.289)  -0.08
O (4.699, 3.247, 2.179)  -0.17
C (3.626, 4.135, 2.335)  -0.23
C (2.237, 3.542, 2.263)  -0.20
O (1.731, 2.938, 3.442)  -0.23
C (1.644, 3.769, 4.583)  -0.09
H (5.417, 2.927, 4.089)  0.09
H (5.552, 1.570, 3.031)  0.09
H (3.934, 2.019, 3.680)  0.08
H (3.699, 4.859, 1.518)  0.11
H (3.729, 4.796, 3.209)  0.12
H (2.197, 2.719, 1.549)  0.10
H (1.547, 4.325, 1.910)  0.13
H (2.604, 4.178, 4.890)  0.08
H (1.161, 3.180, 5.359)  0.09
H (0.957, 4.603, 4.370)  0.10
C (-0.266, -3.503, -4.962)  -0.08
O (-1.414, -3.028, -4.265)  -0.19
C (-1.301, -1.693, -3.848)  -0.20
C (-1.157, -0.650, -4.941)  -0.22
O (-2.291, -0.397, -5.728)  -0.19
C (-2.714, -1.454, -6.567)  -0.10
H (-0.281, -3.187, -6.008)  0.08
H (-0.331, -4.587, -4.903)  0.09
H (0.658, -3.150, -4.497)  0.09
H (-0.450, -1.567, -3.157)  0.11
H (-2.178, -1.445, -3.243)  0.12
H (-0.270, -0.830, -5.561)  0.09
H (-0.961, 0.306, -4.442)  0.12
H (-1.954, -1.643, -7.343)  0.09
H (-3.626, -1.147, -7.076)  0.09
H (-2.890, -2.402, -6.058)  0.09
C (2.149, -0.093, -4.521)  -0.11
O (2.235, -0.888, -5.686)  -0.19
C (2.544, -0.160, -6.856)  -0.19
C (1.430, 0.754, -7.304)  -0.21
O (1.749, 1.177, -8.624)  -0.18
C (0.777, 2.045, -9.128)  -0.13
H (1.379, 0.674, -4.635)  0.08
H (3.135, 0.241, -4.184)  0.10
H (1.775, -0.684, -3.678)  0.07
H (2.652, -0.928, -7.623)  0.13
H (3.481, 0.400, -6.780)  0.13
H (1.351, 1.670, -6.697)  0.13
H (0.437, 0.292, -7.306)  0.12
H (0.811, 3.024, -8.623)  0.09
H (-0.232, 1.628, -9.040)  0.09
H (0.996, 2.254, -10.175)  0.09

Force components x, y, z for each atom (eV/Å):
-0.1 0.3 0.6
0.0 0.5 -0.7
0.8 -1.0 0.5
-0.5 -0.2 -0.8
-0.1 0.5 0.3
0.9 -0.6 0.8
-0.1 -0.3 0.3
0.2 -0.3 -0.1
0.0 0.1 -0.4
-0.3 0.0 0.0
-0.2 0.5 0.1
0.1 0.1 -0.3
0.0 -0.1 0.4
0.0 0.0 -0.6
-0.6 0.4 -0.1
-0.2 -0.1 -0.2
-0.8 0.1 -0.1
0.2 -0.1 0.2
-0.6 -0.3 -0.3
0.1 0.1 -0.1
-0.1 0.1 0.2
0.4 -1.1 -0.5
0.2 -0.1 0.1
0.2 0.1 0.0
0.2 -0.1 0.0
0.4 0.2 0.2
0.0 0.1 0.1
0.1 0.0 0.1
-0.1 0.0 -0.1
-0.1 0.4 0.3
-0.3 0.2 0.1
0.1 0.2 0.0
0.4 -0.1 -0.2
0.1 0.0 0.2
0.3 -0.2 -0.2
-0.7 0.9 -0.2
0.1 -0.2 -0.4
0.0 -0.7 -0.2
-0.1 0.0 0.0
-0.1 0.1 0.0
-0.1 0.0 0.1
-0.1 0.2 0.0
0.1 0.0 0.3
0.1 -0.4 0.1
0.0 -0.1 0.1
0.0 0.2 0.2
0.2 0.2 0.2
-0.1 0.2 -0.1
0.8 -0.3 0.1
-0.2 0.2 0.0
0.5 -0.3 0.4
0.0 0.5 0.1
0.0 0.1 -0.4
-0.5 -0.3 0.5
-0.4 -0.1 -0.3
-0.4 0.4 0.2
0.1 -0.1 -0.1
-0.2 -0.1 -0.2
-0.1 0.1 0.0
0.0 -0.3 0.0
0.1 -0.1 0.2
-0.1 0.2 -0.1
0.1 0.0 -0.2
0.2 0.0 -0.1
0.3 0.1 -0.2
-0.1 0.0 0.0
-0.1 0.1 0.2
-0.9 0.0 0.6
0.2 -0.1 -0.1
0.1 -0.2 0.0
0.0 -0.1 0.0
-0.2 0.0 -0.1
-0.1 0.0 0.2
0.1 0.0 0.0
0.2 -0.1 -0.3
0.4 0.2 -0.4
0.0 -0.1 0.0
0.0 0.1 0.1
0.2 0.1 0.0
-0.1 -0.1 -0.1
0.1 -0.4 0.3
0.1 -0.2 -0.2
0.1 0.1 0.8
0.2 0.1 -0.6
-0.1 -0.1 0.2
-0.8 -0.5 -0.1
0.3 0.2 0.0
-0.1 0.3 0.0
-0.2 0.0 -0.1
-0.1 -0.2 0.0
-0.1 0.1 -0.3
-0.1 0.0 0.0
-0.1 0.1 0.1
0.6 0.3 -0.1
0.1 0.0 -0.3
0.1 0.3 0.4
0.6 0.5 0.6
-0.1 -0.4 -0.1
0.0 1.0 -0.3
-0.4 -0.3 0.1
0.3 -0.1 0.4
-0.8 0.3 -0.6
-0.3 0.0 0.0
-0.2 -0.1 -0.4
0.0 -0.2 -0.1
0.1 -0.3 -0.2
0.1 -0.4 0.2
0.2 0.2 -0.2
0.0 0.0 0.1
0.1 -0.2 0.2
0.3 -0.1 0.2
0.2 0.1 0.0
-0.5 0.0 0.2
0.1 -0.1 -0.1
0.0 0.5 0.4
0.4 0.4 0.2
-0.7 -0.1 0.0
0.5 -0.2 -0.6
0.1 0.0 0.0
0.2 0.0 -0.1
0.0 0.0 0.0
0.1 -0.1 -0.2
-0.2 -0.2 -0.2
-0.1 -0.3 -0.1
0.0 -0.1 0.1
-0.1 0.0 0.1
0.0 0.1 0.1
0.0 0.1 0.3
-0.3 -0.4 0.5
0.0 0.0 0.4
-0.3 -0.6 -0.2
-0.1 1.1 -0.4
0.1 -0.5 0.1
0.0 0.7 -0.2
0.5 0.5 0.0
-0.1 0.6 -0.3
0.0 -0.4 -0.4
0.2 0.1 -0.1
0.0 0.0 0.1
0.0 -0.2 0.2
0.1 -0.3 0.1
-0.1 -0.2 0.2
0.0 0.0 0.0
0.0 -0.3 0.0

ΔE to the lowest compared entry with this formula, charge and spin	1.030	eV
SMILES	COCCOC.COCCOC.COCCOC.COCCOC.COCCOC.COCCOC.COCCOC.COCCOC.COCCOC



no.,orbital gap (eV),E_HOMO (eV)
1,7.79,-5.44
2,9.64,-9.16